# 1
Entry from the OMol25 dataset: a gas-phase ion, C4H11NS (charge +1) (ωB97M-V/def2-TZVPD).

Relative energy (zero: lowest compared OMol25 entry of this formula, charge and spin) = 1.399 eV
HOMO (alpha / beta) = -13.5106 / -13.1734 eV
HOMO-LUMO gap (alpha / beta) = 9.59 / 4.05 eV
E_LUMO (alpha / beta) = -3.92 / -9.13 eV
2S+1 = 2
Net charge = +1

Last column: Löwdin charge in e.
Cartesian coordinates (Å):
1 C 0.15 -1.04 -1.95  -0.024
2 C -0.22 -0.63 -0.50  -0.414
3 C 0.48 0.68 -0.08  -0.248
4 C 0.04 1.07 1.31  -0.432
5 S -0.81 2.71 1.24  1.109
6 N 0.16 -1.74 0.39  0.051
7 H -0.73 -1.25 -2.56  0.084
8 H 0.82 -1.89 -1.87  0.080
9 H 0.74 -0.23 -2.38  0.075
10 H -1.30 -0.45 -0.41  0.140
11 H 1.57 0.69 -0.18  0.139
12 H 0.43 1.49 -0.83  0.116
13 H -0.72 0.39 1.70  0.082
14 H 0.77 1.15 2.12  0.108
15 H -1.99 2.54 1.92  -0.031
16 H 1.02 -1.58 0.90  0.085
17 H -0.42 -1.91 1.20  0.080


# 2
Entry from the OMol25 dataset: 3 unconnected molecules or ions with the total composition H6O3 (ωB97M-V/def2-TZVPD).

Relative energy (zero: lowest compared OMol25 entry of this formula, charge and spin) = 0.317 eV
HOMO = -10.4005 eV
Structure (SMILES) = O.O.O
HOMO-LUMO gap = 10.80 eV
E_LUMO = 0.39 eV

Last column: Löwdin charge in e.
Cartesian coordinates (Å):
1 O 0.41 -1.93 -1.02  -0.033
2 H 0.54 -2.81 -0.65  0.050
3 H 0.09 -2.09 -1.91  0.048
4 O -0.76 0.55 0.01  -0.041
5 H -0.54 -0.26 -0.45  0.002
6 H -1.71 0.52 0.13  0.056
7 O 0.69 2.13 1.67  -0.075
8 H 0.14 1.42 1.33  -0.030
9 H 1.14 2.47 0.89  0.022


# 3
Entry from the OMol25 dataset: C5H10O in the gas phase (ωB97M-V/def2-TZVPD).

Relative energy (zero: lowest compared OMol25 entry of this formula, charge and spin) = 0.377 eV
HOMO = -9.7164 eV
Structure (SMILES) = CC[C@@H](C)C=O
HOMO-LUMO gap = 10.74 eV
E_LUMO = 1.03 eV

Last column: Löwdin charge in e.
Cartesian coordinates (Å):
1 C -1.91 -0.18 -0.67  -0.105
2 C -0.53 0.48 -0.75  -0.232
3 C 0.55 -0.30 0.00  -0.368
4 C 1.88 0.45 0.14  -0.063
5 C 0.14 -0.64 1.41  -0.256
6 O -0.56 0.05 2.12  0.061
7 H -2.26 -0.18 0.37  0.065
8 H -2.65 0.36 -1.27  0.072
9 H -1.87 -1.21 -1.02  0.078
10 H -0.21 0.56 -1.80  0.113
11 H -0.59 1.50 -0.34  0.115
12 H 0.74 -1.25 -0.52  0.140
13 H 1.69 1.45 0.55  0.088
14 H 2.57 -0.07 0.82  0.081
15 H 2.39 0.55 -0.83  0.082
16 H 0.61 -1.57 1.80  0.129


# 4
Entry from the OMol25 dataset: C6H5NO3 in the gas phase (ωB97M-V/def2-TZVPD).

Relative energy (zero: lowest compared OMol25 entry of this formula, charge and spin) = 6.784 eV
HOMO = -8.0715 eV
Structure (SMILES) = C#COn1c(O)ccc1O
HOMO-LUMO gap = 8.58 eV
E_LUMO = 0.51 eV

Last column: Löwdin charge in e.
Cartesian coordinates (Å):
1 C 1.84 2.24 -1.63  0.111
2 C 1.71 1.18 -1.09  -0.099
3 O 1.64 -0.09 -0.42  0.040
4 N 0.35 -0.41 0.00  0.013
5 C -0.42 -1.57 -0.24  -0.266
6 O -0.03 -2.57 -1.12  0.102
7 C -1.54 -1.48 0.52  -0.018
8 C -1.46 -0.28 1.27  -0.024
9 C -0.33 0.34 0.91  -0.318
10 O 0.24 1.54 1.35  0.081
11 H 2.15 3.25 -1.71  0.038
12 H 0.89 -2.51 -1.10  0.067
13 H -2.41 -2.06 0.44  0.102
14 H -2.26 0.20 1.66  0.083
15 H -0.38 2.22 1.15  0.088


# 5
Entry from the OMol25 dataset: a molecular structure, C22H41BrEuNP3S (ωB97M-V/def2-TZVPD).

Relative energy (zero: lowest compared OMol25 entry of this formula, charge and spin) = 0.625 eV
HOMO (alpha / beta) = -13.7711 / -13.7711 eV
HOMO-LUMO gap (alpha / beta) = 2.52 / 3.35 eV
E_LUMO (alpha / beta) = -11.25 / -10.42 eV
2S+1 = 7
Net charge = +3

Last column: Löwdin charge in e.
Cartesian coordinates (Å):
1 Eu -0.25 0.01 0.28  1.475
2 P 0.06 -1.67 -1.89  0.671
3 P 2.13 -0.58 1.46  0.636
4 P 1.31 1.69 -1.24  0.678
5 H -1.79 1.64 1.54  0.075
6 C -1.60 2.03 0.53  -0.140
7 C -2.10 1.44 -0.56  -0.125
8 H -2.74 0.54 -0.50  0.084
9 C -1.06 -3.09 -1.76  -0.262
10 C 1.64 -2.43 -2.32  -0.240
11 C -0.52 -0.86 -3.43  -0.242
12 C 2.29 0.56 2.85  -0.242
13 C 2.07 -2.23 2.18  -0.258
14 C 3.69 -0.54 0.56  -0.240
15 C 0.35 2.86 -2.26  -0.265
16 C 2.60 1.19 -2.40  -0.248
17 C 2.18 2.86 -0.11  -0.266
18 H -0.79 2.77 0.52  0.071
19 H -1.77 1.63 -1.59  0.065
20 H -2.08 -2.76 -1.49  0.058
21 H -0.75 -3.78 -0.97  0.042
22 H -1.09 -3.61 -2.73  0.079
23 H 2.00 -3.04 -1.47  0.053
24 H 2.41 -1.67 -2.53  0.037
25 H 1.50 -3.08 -3.20  0.082
26 H -1.54 -0.46 -3.27  0.056
27 H -0.53 -1.62 -4.22  0.080
28 H 0.13 -0.01 -3.71  0.030
29 H 3.18 0.22 3.41  0.079
30 H 1.39 0.51 3.49  0.062
31 H 2.41 1.60 2.50  0.043
32 H 3.01 -2.36 2.74  0.080
33 H 2.00 -2.99 1.38  0.050
34 H 1.20 -2.36 2.83  0.052
35 H 4.44 -0.87 1.30  0.080
36 H 3.91 0.46 0.18  0.037
37 H 3.64 -1.25 -0.29  0.050
38 H 1.02 3.61 -2.71  0.069
39 H -0.41 3.38 -1.66  0.038
40 H -0.17 2.32 -3.06  0.049
41 H 3.14 2.08 -2.76  0.084
42 H 2.17 0.67 -3.26  0.045
43 H 3.32 0.51 -1.93  0.028
44 H 2.61 3.69 -0.69  0.053
45 H 2.97 2.38 0.47  0.027
46 H 1.47 3.29 0.61  0.040
47 C 0.11 7.59 -0.33  -0.657
48 C 0.51 8.49 0.68  -0.109
49 C -0.38 9.47 1.13  -0.065
50 C -1.66 9.57 0.58  -0.068
51 C -2.06 8.68 -0.43  -0.076
52 C -1.18 7.70 -0.88  -0.134
53 S 1.16 6.34 -0.92  0.773
54 H 2.26 6.60 -0.13  -0.095
55 H 1.51 8.40 1.09  0.098
56 H -0.06 10.17 1.91  0.117
57 H -2.35 10.33 0.94  0.114
58 H -3.06 8.74 -0.86  0.113
59 H -1.47 6.99 -1.66  0.092
60 Br -5.14 -1.37 3.26  0.874
61 C -3.50 -2.03 2.57  -0.621
62 C -3.08 -3.36 2.74  -0.018
63 C -1.87 -3.82 2.21  0.022
64 C -1.10 -2.90 1.50  -0.175
65 N -1.51 -1.62 1.36  -0.164
66 C -2.68 -1.16 1.85  -0.174
67 H -3.72 -4.03 3.30  0.132
68 H -1.49 -4.84 2.31  0.143
69 H -0.14 -3.15 1.02  0.083
70 H -2.90 -0.11 1.62  0.082


# 6
Entry from the OMol25 dataset: 3 unconnected molecules or ions with the total composition C30H42BBr2F16NO7P (ωB97M-V/def2-TZVPD).

Relative energy (zero: lowest compared OMol25 entry of this formula, charge and spin) = 0.000 eV
HOMO = -12.3221 eV
HOMO-LUMO gap = 8.58 eV
E_LUMO = -3.74 eV
Net charge = +1

Last column: Löwdin charge in e.
Cartesian coordinates (Å):
1 C -4.11 4.64 2.09  -0.099
2 C -4.62 3.49 1.23  -0.251
3 C -3.51 2.46 0.95  -0.215
4 C -4.14 1.12 0.53  -0.155
5 C -3.17 -0.09 0.47  -0.086
6 C -1.93 0.06 1.30  -0.116
7 C -2.01 -0.09 2.69  0.019
8 B -3.33 -0.50 3.48  -0.627
9 O -4.46 0.25 3.54  0.213
10 O -3.28 -1.68 4.17  0.031
11 C -3.49 -1.48 5.58  -0.032
12 C -0.86 0.06 3.45  0.056
13 C 0.33 0.40 2.83  0.019
14 C 0.38 0.55 1.45  -0.275
15 C 1.67 0.95 0.86  -0.719
16 Br 2.82 -0.38 0.21  0.923
17 C 2.04 2.22 0.85  -0.717
18 C 3.34 2.75 0.38  -0.129
19 Br 0.83 3.54 1.51  0.833
20 N -0.74 0.35 0.70  0.082
21 C -0.69 0.46 -0.78  -0.099
22 C -0.82 -0.92 -1.48  -0.146
23 P 0.29 -1.34 -2.85  0.448
24 O -0.47 -2.10 -3.85  -0.241
25 O 0.76 0.06 -3.43  -0.202
26 C 2.06 0.10 -4.10  -0.235
27 C 2.25 1.51 -4.63  -0.049
28 O 1.50 -2.15 -2.21  -0.262
29 C 2.17 -3.11 -3.07  -0.226
30 C 3.69 -2.87 -3.01  -0.058
31 H -4.87 5.40 2.17  0.076
32 H -3.94 4.28 3.11  0.069
33 H -3.19 5.06 1.69  0.073
34 H -5.38 2.97 1.81  0.104
35 H -5.08 3.85 0.31  0.114
36 H -2.93 2.39 1.86  0.100
37 H -2.93 2.86 0.12  0.117
38 H -4.52 1.27 -0.48  0.124
39 H -5.01 0.92 1.13  0.102
40 H -2.95 -0.27 -0.57  0.083
41 H -3.70 -0.98 0.79  0.138
42 H -4.27 1.20 3.50  0.114
43 H -2.86 -0.69 5.97  0.091
44 H -3.26 -2.39 6.12  0.088
45 H -4.52 -1.21 5.79  0.098
46 H -0.89 -0.08 4.51  0.133
47 H 1.22 0.56 3.42  0.140
48 H 4.13 2.07 0.69  0.068
49 H 3.53 3.70 0.87  0.071
50 H 3.35 2.95 -0.68  0.075
51 H -1.56 1.04 -1.04  0.121
52 H 0.16 1.04 -1.10  0.116
53 H -0.85 -1.72 -0.74  0.115
54 H -1.79 -0.94 -1.97  0.089
55 H 2.09 -0.63 -4.90  0.124
56 H 2.80 -0.12 -3.34  0.101
57 H 2.35 2.16 -3.78  0.056
58 H 1.35 1.76 -5.18  0.088
59 H 3.12 1.51 -5.27  0.078
60 H 1.96 -4.10 -2.67  0.119
61 H 1.83 -3.04 -4.09  0.103
62 H 4.23 -3.79 -2.82  0.076
63 H 4.03 -2.48 -3.97  0.072
64 H 3.91 -2.14 -2.25  0.049
65 C -5.46 -5.07 3.47  -0.043
66 C -4.13 -5.46 4.12  -0.439
67 C -2.86 -5.37 3.27  -0.306
68 F -2.91 -6.19 2.21  0.101
69 F -1.80 -5.72 4.02  0.098
70 F -4.24 -6.68 4.67  0.145
71 F -3.93 -4.57 5.14  0.094
72 O -6.29 -6.10 2.98  0.053
73 C -6.14 -6.61 1.72  -0.543
74 C -5.74 -8.09 1.74  -0.285
75 F -4.59 -8.26 2.42  0.102
76 F -5.56 -8.52 0.48  0.105
77 F -5.27 -5.88 0.98  0.145
78 F -7.34 -6.54 1.11  0.151
79 H -6.04 -4.62 4.27  0.150
80 H -5.32 -4.28 2.72  0.143
81 H -2.71 -4.34 2.92  0.163
82 H -6.53 -8.69 2.22  0.178
83 C 8.28 4.23 -4.12  -0.031
84 C 8.52 5.39 -3.13  -0.446
85 C 8.49 5.06 -1.64  -0.302
86 F 7.28 4.59 -1.26  0.084
87 F 8.73 6.20 -0.94  0.105
88 F 7.66 6.40 -3.40  0.137
89 F 9.78 5.84 -3.38  0.113
90 O 6.97 4.09 -4.66  0.057
91 C 6.00 3.39 -4.01  -0.548
92 C 4.82 4.30 -3.63  -0.267
93 F 5.23 5.30 -2.83  0.111
94 F 3.90 3.57 -2.93  0.060
95 F 6.47 2.72 -2.94  0.147
96 F 5.51 2.47 -4.87  0.138
97 H 8.89 4.47 -4.98  0.152
98 H 8.66 3.29 -3.73  0.148
99 H 9.26 4.33 -1.39  0.174
100 H 4.35 4.72 -4.52  0.181


# 7
Entry from the OMol25 dataset: 2 unconnected molecules or ions with the total composition C4H9N2O (ωB97M-V/def2-TZVPD).

Relative energy (zero: lowest compared OMol25 entry of this formula, charge and spin) = 5.431 eV
HOMO (alpha / beta) = -12.5710 / -12.5708 eV
HOMO-LUMO gap (alpha / beta) = 7.25 / 7.24 eV
E_LUMO (alpha / beta) = -5.32 / -5.33 eV
Net charge = +1

Last column: Löwdin charge in e.
Cartesian coordinates (Å):
1 C 1.89 -0.12 -0.23  -0.054
2 C 1.41 -0.37 -2.56  0.160
3 C -1.57 -0.61 1.59  -0.293
4 C -2.51 -0.73 2.78  -0.053
5 N 1.36 0.30 -1.45  0.035
6 N 3.09 -0.53 -0.05  0.185
7 O -0.71 0.13 1.10  -0.035
8 H 1.94 -1.30 -2.57  0.104
9 H 0.75 -0.33 -3.40  0.105
10 H -1.81 -1.39 0.89  0.088
11 H -2.36 -1.70 3.39  0.116
12 H -3.48 -1.10 2.27  0.104
13 H -2.80 0.15 3.36  0.075
14 H 0.96 1.24 -1.32  0.195
15 H 3.87 -0.49 -0.65  0.116
16 H 3.35 -0.92 0.87  0.152


# 8
Entry from the OMol25 dataset: a molecular structure, C8H9NO6Sm (ωB97M-V/def2-TZVPD).

HOMO (alpha / beta) = -22.1605 / -22.1635 eV
HOMO-LUMO gap (alpha / beta) = 8.43 / 9.34 eV
E_LUMO (alpha / beta) = -13.73 / -12.83 eV
2S+1 = 6
Net charge = +3

Last column: Löwdin charge in e.
Cartesian coordinates (Å):
1 Sm -0.33 0.26 -0.91  1.562
2 O -0.28 4.00 -0.89  0.214
3 C -0.28 2.84 -0.88  0.035
4 C -0.35 -2.30 -0.96  0.021
5 O -0.27 -3.45 -0.92  0.221
6 C 2.23 0.30 -1.16  0.029
7 O 3.38 0.24 -1.16  0.215
8 C -2.92 0.22 -1.08  0.032
9 O -4.06 0.22 -1.14  0.216
10 C -0.29 0.94 -3.40  -0.128
11 H -1.21 1.52 -3.56  0.111
12 H 0.63 1.52 -3.55  0.109
13 C -0.29 -0.44 -3.38  -0.142
14 H 0.63 -1.03 -3.54  0.109
15 H -1.20 -1.03 -3.55  0.110
16 N 1.23 -0.99 3.54  0.212
17 C 0.04 -0.06 3.45  0.015
18 C -0.18 0.14 1.95  -0.569
19 O -1.11 0.85 1.43  -0.079
20 O 0.68 -0.49 1.23  -0.181
21 H 0.99 -1.87 3.07  0.181
22 H 1.48 -1.20 4.49  0.189
23 H 2.03 -0.55 3.08  0.181
24 H -0.83 -0.52 3.92  0.169
25 H 0.27 0.89 3.95  0.170


Computed values of F_max (unit: hartree/bohr) for the preceding records, in sequence: 0.036, 0.018, 0.010, 0.080, 0.039, 0.029, 0.059, 0.125.
Computed values of E (unit: hartree) for the preceding records, in sequence: -611.576986, -229.313424, -271.738778, -511.889848, -5623.188689, -8861.807514, -342.157684, -1473.298529.